# 1
A cluster of 7 separate species, C29H55N4O13 in total in a non-equilibrium geometry. Source: the OMol25 dataset; level of theory: wB97M-V/def2-TZVPD.

Geometry as XYZ:
```
101
Properties=species:S:1:pos:R:3:forces:R:3
H -1.1101 5.0784 -6.2921 0.4 0.1 -0.5
H -5.8165 4.5891 -3.5497 0.4 -0.2 -0.1
C 3.1266 -0.9208 4.9865 -0.7 0.0 -0.9
H -4.9836 -2.8277 -1.0146 0.1 -0.2 0.0
N 1.2752 3.3917 1.0218 1.0 0.5 -0.1
H 3.9070 0.2252 7.5156 0.4 -0.1 0.2
H 3.0595 -3.0888 2.6533 0.5 0.2 -0.2
H -1.0059 -4.3037 1.7258 0.3 0.0 0.0
H -4.6438 2.4513 -6.0956 -0.1 -0.7 -0.5
C -6.9064 -3.7156 -0.9450 1.7 -1.1 0.4
H -0.7247 2.9730 2.7699 0.3 -0.4 -0.8
C -8.3773 -3.6231 -1.0429 -1.8 2.6 -1.6
C -6.4035 -1.3425 -1.6521 -0.4 -0.8 1.6
H 3.1746 -1.7321 5.7127 0.3 0.1 0.4
O -5.5537 -0.4776 -1.7941 -1.8 -0.4 -0.5
C -1.7901 -4.2664 2.4675 0.1 0.8 -1.3
H 1.0633 6.3583 3.8483 0.3 -0.3 -1.4
H 8.7108 -3.0529 -4.5194 0.4 -0.7 0.4
H 1.6681 3.6203 0.1199 0.5 0.0 -0.1
H -5.4349 6.0618 -4.4553 -0.2 0.2 0.2
C -2.1550 -5.5172 3.0143 2.6 -2.1 0.3
C 9.3343 -2.6338 -1.7230 -1.6 -0.3 1.4
H 10.1028 0.5348 -1.3510 -0.6 0.0 0.1
C 8.0810 -3.3237 -2.3254 1.8 0.7 -2.3
H 6.6090 -4.0435 -1.2527 0.1 0.0 0.9
H -4.4682 -6.2709 5.1295 -0.1 -0.1 0.2
H 4.0666 2.0925 4.9464 0.8 0.8 -0.7
H -3.0627 4.2914 -4.5462 -0.2 0.7 0.9
H 10.2351 -2.9018 -2.2752 0.0 0.5 -0.7
C 3.8932 0.3042 5.3577 0.2 -0.9 0.8
O 0.2876 4.3061 3.7353 -0.3 2.4 -0.6
H -0.1434 -1.3494 -2.7208 -0.8 -0.2 0.0
C -3.5632 -2.9276 3.6090 0.4 0.1 0.8
H 10.9331 -0.7918 -0.6649 0.3 -0.5 -0.1
H -1.0973 3.5912 -5.3919 0.7 -0.2 0.0
H -0.8923 3.4833 -7.1824 -0.1 0.2 0.1
C -0.8206 3.9692 0.0418 -1.1 0.8 -0.9
O -4.1129 -1.8715 3.8845 0.5 -1.1 -0.6
H 10.7570 -0.5567 -2.4752 0.5 -0.5 0.0
O -1.4706 -6.5450 2.7347 -2.9 2.3 1.2
H -3.2763 5.7457 -5.6417 0.1 0.2 0.1
H -1.0782 2.9204 -0.1061 0.0 0.0 0.4
O -3.6649 -6.4865 4.6501 0.7 0.2 -0.3
H 2.3328 -3.0714 4.1836 -0.2 0.4 0.5
C -0.4651 4.0110 2.5620 -1.1 -0.8 0.3
C -3.4382 4.6780 -5.4937 -1.0 -1.5 -0.2
H -1.3766 -2.2445 1.3719 0.6 0.3 -0.4
H 1.4400 -1.5519 -3.3660 0.3 -0.4 -0.6
H 8.3753 -4.3716 -2.3844 0.0 -0.4 0.1
C -5.8142 5.0434 -4.5405 0.8 0.3 -1.2
C 10.2782 -0.5311 -1.4964 -0.3 0.9 -0.1
C 7.9058 -2.8747 -3.8065 -0.1 0.3 -0.2
H 1.0315 2.4178 0.9108 -0.3 -0.3 0.2
H 2.5445 1.0401 6.9668 -0.4 0.0 -0.6
C -1.3623 4.0201 -6.3583 -0.6 -0.1 1.1
C -7.9482 -1.2353 -1.7575 -0.9 0.9 -2.1
H -7.1131 -5.5969 -0.4342 -0.6 0.1 0.0
N 3.7781 1.3090 4.3780 0.3 2.2 -0.8
H -4.7034 -4.0933 4.9323 -0.1 -0.4 0.3
H -1.7192 4.5861 0.0372 -0.5 -0.1 0.4
C 0.8630 -0.9331 -2.6788 1.3 -1.0 2.5
C -8.8245 -2.2601 -1.5605 1.6 -0.3 1.2
O 3.5643 -1.3879 3.7093 -0.6 0.0 0.8
H 7.7740 -1.8042 -3.9639 -0.4 0.2 0.7
H 4.1110 -3.2471 4.1111 -0.1 -0.7 0.0
C -3.2262 -5.3387 4.0606 -0.8 -2.8 -0.3
H 4.0507 1.8655 6.8928 0.4 -0.1 -0.2
O -2.7653 3.8849 -6.4201 0.1 0.0 -1.9
O -6.4159 -4.9661 -0.6281 0.4 1.5 -0.2
H 4.9348 -0.0170 5.3507 0.3 0.0 0.1
H 9.5373 -3.0297 -0.7279 -0.1 -0.4 0.3
N 6.8327 -3.1414 -1.6481 -0.5 -0.8 0.7
C -3.8709 -4.2081 4.2539 -1.0 1.9 0.3
N -5.2523 2.9140 -5.4355 1.1 -1.1 -0.3
H 7.0069 -3.3593 -4.1877 0.0 0.0 -0.2
H 0.3782 5.7958 5.1627 -0.6 -0.6 0.4
O -8.4239 -0.0735 -2.3517 0.4 -1.3 0.9
H -6.8505 5.0647 -4.8776 0.1 0.0 0.0
H 2.0716 -0.6991 4.8256 -0.4 0.3 0.5
H -0.7097 6.2269 3.8689 -0.2 -0.4 -0.4
C -2.4032 -3.0955 2.6958 1.0 1.7 -1.4
H -9.8948 -2.1858 -1.6841 0.0 0.3 -0.2
C 3.2426 -2.7539 3.6742 0.5 -0.6 -1.0
O -1.9755 -1.9683 2.0695 -1.0 -0.7 0.8
H 6.0771 -3.1228 -2.3181 -0.1 0.8 -0.3
C -4.9306 4.2894 -5.6289 -1.6 1.9 2.0
O 1.4395 -1.0119 -1.3641 -1.2 0.6 -1.9
H 0.8022 0.0300 -3.1856 0.1 0.9 0.1
H -4.8094 2.6477 -4.5677 -0.2 -0.3 0.6
C -6.0414 -2.6713 -1.1663 -0.5 -1.8 0.2
O 9.0722 -1.2584 -1.5200 0.8 0.3 -0.7
O -9.2248 -4.4900 -0.8990 1.6 -0.1 0.4
H 2.8407 1.6491 4.2172 -0.8 -0.8 -0.4
H -7.6746 0.2927 -2.8271 0.3 0.6 0.0
H -1.4541 4.4676 2.5232 -0.2 0.7 0.7
H -0.3694 4.2813 -0.9001 0.5 -0.1 0.0
C 3.5940 0.8924 6.7124 -0.5 -0.8 1.7
C 0.2229 5.7067 4.0875 0.7 -0.3 1.3
H -5.3712 4.5310 -6.5962 0.5 0.5 -0.2
C 0.1096 4.2554 1.1793 1.4 -1.3 0.6
H 0.4888 5.2761 1.1305 -0.2 0.2 0.0
```
Positions in Å, forces in eV/Å.

LUMO level in eV: -0.29
Electronic energy in eV: -63533.7092
Total charge: -1
Spin multiplicity: 1

# 2
A structure of composition C9H22EuIO3P2 in a non-equilibrium geometry. Source: the OMol25 dataset; level of theory: wB97M-V/def2-TZVPD.

Geometry as XYZ:
```
38
Properties=species:S:1:pos:R:3:forces:R:3
H -0.0438 2.0788 3.4323 0.1 -0.1 0.1
H -1.2800 1.3892 -3.6173 0.0 -0.2 -0.3
P -0.7868 -0.1651 2.7894 -0.1 0.5 1.3
C 0.8550 -1.3720 0.0153 1.2 -3.9 0.6
H 1.9613 1.3759 -4.3257 -0.1 0.0 0.3
H -2.8409 1.1559 2.8414 -0.1 -0.1 0.1
H 0.6819 -2.1482 -3.7426 0.3 0.1 -0.1
C 0.1221 1.0608 3.8009 0.2 0.3 -0.4
Eu -0.3706 0.8553 -0.0454 2.1 0.5 0.6
P 0.6089 0.0828 -2.7793 0.3 0.5 -2.0
I -2.3864 -1.6491 -0.7304 -0.6 -0.3 -0.1
O 2.9212 0.9587 -0.3951 -2.0 1.3 2.4
O 1.3787 2.1237 0.8469 -2.3 -1.2 -1.2
O 1.2221 -2.4576 0.0900 -1.0 3.6 -0.4
C -2.5270 0.1733 3.2154 -0.4 0.1 -0.7
H 2.3200 -1.5463 -3.3515 -0.2 0.0 -0.2
H 2.7556 1.1811 -2.7056 -0.2 0.1 -0.2
C 1.8200 1.3850 -3.2385 -0.2 0.2 0.6
H 1.1957 0.8481 3.7199 -0.2 0.1 0.1
H -0.4590 0.5102 -4.9557 -0.2 0.0 0.5
H -4.6160 -2.8049 -1.7693 0.2 0.4 0.6
H -3.1521 -0.5932 2.7243 0.1 0.3 0.4
H -4.6695 -2.9089 0.0619 0.2 0.3 -0.3
C -0.5646 -1.6024 3.8957 0.4 -0.7 -0.8
C -4.5284 -2.2618 -0.8112 -0.1 0.2 -0.1
H -0.9012 -1.3700 4.9134 0.0 0.2 -0.4
C -0.8066 0.4418 -3.9117 -0.4 0.0 0.6
C 2.5464 1.6185 0.6148 2.2 -1.1 -1.1
H 1.4916 -0.9651 -4.8330 -0.2 0.1 0.5
H 1.4490 2.3672 -2.9168 0.2 -0.1 -0.2
H 0.4903 -1.8866 3.9242 -0.1 -0.1 0.1
H -0.1993 0.9893 4.8450 0.1 0.0 -0.2
C 1.3480 -1.2764 -3.7858 0.0 -0.7 1.0
H 3.2453 1.8239 1.4570 0.0 -0.1 -0.6
H -2.6616 0.1453 4.3030 0.0 0.0 -0.3
H -5.1386 -1.3458 -0.7650 0.4 -0.5 -0.1
H -1.1443 -2.4425 3.5054 0.1 0.0 0.2
H -1.5506 -0.3702 -3.7856 0.3 0.4 -0.3
```
Positions in Å, forces in eV/Å.

LUMO level (alpha / beta) in eV: -10.36 / -8.00
Energy relative to the best compared isomer or geometry (same formula, charge and spin) in eV: 1.161
Electronic energy in eV: -61823.8204
Total charge: +2
⟨S²⟩: 12.02
Spin multiplicity: 7